255
Properties=species:S:1:pos:R:3 method="wB97M-V/def2-TZVPD" lumo_ev=0.41 e_above_lowest_kcal_mol=284.7 charge=0 orbital_gap_ev=9.25 homo_ha=-0.3249
C -8.60 -1.46 4.42
C -8.88 -0.35 5.42
C -9.54 -0.84 6.85
O -10.60 -1.72 6.75
C -11.22 -2.10 8.00
N -7.58 0.31 5.60
H -9.53 -1.92 4.06
H -8.19 -2.34 4.91
H -8.05 -1.25 3.51
H -9.53 0.39 4.95
H -9.80 0.13 7.27
H -8.75 -1.43 7.31
H -10.70 -2.95 8.45
H -12.25 -2.44 7.93
H -11.16 -1.32 8.77
H -7.43 1.09 6.22
H -6.87 -0.37 5.83
C -0.05 -1.66 10.80
C -0.25 -0.20 11.38
C -1.29 -0.17 12.58
O -2.61 0.05 12.13
C -3.69 -0.42 12.89
N 1.06 0.21 11.82
H 0.05 -2.34 11.65
H 0.80 -1.68 10.12
H -0.99 -1.91 10.33
H -0.58 0.48 10.60
H -1.15 0.59 13.35
H -1.25 -1.11 13.13
H -3.91 0.31 13.67
H -3.51 -1.38 13.37
H -4.59 -0.44 12.28
H 1.20 -0.09 12.78
H 1.01 1.22 11.86
C 4.88 -5.99 -0.84
C 6.25 -5.73 -1.44
C 6.83 -4.32 -1.51
O 5.86 -3.41 -1.91
C 6.52 -2.18 -2.01
N 7.12 -6.57 -0.65
H 4.70 -7.04 -0.63
H 4.13 -5.52 -1.47
H 4.97 -5.54 0.15
H 6.23 -6.12 -2.46
H 7.76 -4.26 -2.08
H 7.15 -4.19 -0.48
H 6.87 -1.98 -1.00
H 5.83 -1.41 -2.35
H 7.36 -2.25 -2.70
H 6.71 -7.48 -0.74
H 6.91 -6.47 0.33
C 3.52 0.01 -9.18
C 2.99 -1.41 -9.38
C 2.90 -1.78 -10.88
O 2.57 -0.80 -11.78
C 1.13 -0.68 -11.94
N 3.91 -2.25 -8.61
H 2.77 0.79 -9.33
H 4.33 0.37 -9.81
H 3.75 0.08 -8.11
H 2.01 -1.57 -8.94
H 2.25 -2.65 -11.04
H 3.93 -2.04 -11.10
H 0.79 -1.57 -12.48
H 0.94 0.20 -12.54
H 0.64 -0.48 -10.98
H 3.87 -1.99 -7.63
H 4.83 -1.89 -8.84
C 0.54 -0.24 2.34
C 0.55 0.56 1.00
C 0.22 -0.30 -0.25
O -0.30 0.44 -1.36
C -0.99 -0.50 -2.29
N -0.57 1.51 1.16
H 1.42 -0.88 2.30
H -0.36 -0.83 2.53
H 0.78 0.24 3.29
H 1.54 0.99 0.96
H -0.52 -1.04 0.04
H 1.06 -0.95 -0.48
H -1.72 -1.13 -1.79
H -0.23 -1.19 -2.65
H -1.42 0.00 -3.15
H -1.13 1.53 0.32
H -1.21 1.09 1.81
C -4.08 6.68 8.29
C -4.02 6.08 9.68
C -4.45 7.18 10.81
O -4.98 6.69 12.00
C -5.27 7.71 12.93
N -5.01 4.95 9.64
H -3.44 7.55 8.36
H -5.09 7.06 8.10
H -3.64 6.06 7.50
H -3.09 5.66 10.07
H -5.19 7.93 10.52
H -3.52 7.64 11.13
H -6.13 8.31 12.62
H -4.40 8.37 13.00
H -5.46 7.20 13.88
H -4.69 4.16 10.18
H -5.76 5.35 10.20
C -2.28 -8.38 -14.39
C -3.61 -8.25 -13.63
C -3.64 -8.20 -12.01
O -2.94 -7.02 -11.64
C -2.73 -6.87 -10.26
N -4.23 -7.03 -14.11
H -1.88 -9.35 -14.10
H -1.62 -7.55 -14.15
H -2.56 -8.37 -15.44
H -4.35 -9.01 -13.90
H -3.15 -9.07 -11.57
H -4.69 -8.24 -11.71
H -2.17 -7.71 -9.84
H -3.68 -6.92 -9.73
H -2.12 -6.04 -9.90
H -3.92 -6.33 -13.46
H -3.75 -6.77 -14.96
C -7.76 5.63 -0.02
C -7.64 7.15 -0.20
C -6.29 7.62 0.32
O -5.97 8.92 -0.06
C -4.89 9.45 0.76
N -7.85 7.51 -1.57
H -7.76 5.45 1.06
H -6.94 5.14 -0.55
H -8.76 5.29 -0.26
H -8.46 7.64 0.34
H -5.48 7.02 -0.08
H -6.08 7.56 1.39
H -5.29 9.64 1.76
H -4.50 10.39 0.38
H -4.06 8.75 0.83
H -7.46 8.45 -1.58
H -7.20 6.90 -2.04
C 10.36 -10.50 6.18
C 9.51 -9.51 5.42
C 8.13 -9.24 5.98
O 7.45 -8.37 5.10
C 6.32 -7.82 5.71
N 10.28 -8.30 5.43
H 10.71 -10.02 7.09
H 11.28 -10.79 5.68
H 9.79 -11.38 6.51
H 9.55 -9.87 4.39
H 8.33 -8.76 6.93
H 7.49 -10.13 6.02
H 5.90 -6.90 5.31
H 6.75 -7.46 6.64
H 5.39 -8.38 5.84
H 10.64 -8.37 4.49
H 9.69 -7.50 5.58
C -3.40 -7.60 2.33
C -4.01 -7.69 3.70
C -5.40 -8.38 3.95
O -6.46 -7.75 3.29
C -7.79 -8.17 3.61
N -3.02 -8.12 4.70
H -2.72 -6.78 2.08
H -4.17 -7.77 1.58
H -2.78 -8.48 2.13
H -4.27 -6.65 3.91
H -5.74 -8.37 4.99
H -5.45 -9.41 3.62
H -7.95 -9.23 3.41
H -8.51 -7.49 3.16
H -7.98 -8.06 4.68
H -3.36 -8.21 5.65
H -2.78 -9.07 4.46
C -3.78 5.47 -9.59
C -3.39 6.82 -8.86
C -3.28 7.92 -9.89
O -3.02 9.14 -9.20
C -3.29 10.23 -10.02
N -4.45 7.12 -7.80
H -2.94 5.16 -10.21
H -4.59 5.56 -10.32
H -4.03 4.70 -8.86
H -2.45 6.69 -8.33
H -4.19 7.89 -10.50
H -2.42 7.66 -10.51
H -2.58 10.33 -10.84
H -3.32 11.18 -9.49
H -4.26 10.26 -10.52
H -5.20 7.45 -8.39
H -4.13 7.93 -7.28
C 4.82 6.66 4.27
C 6.06 6.34 3.51
C 6.90 7.50 2.99
O 7.34 8.53 3.83
C 8.07 9.57 3.31
N 6.85 5.43 4.27
H 5.01 6.56 5.34
H 3.96 6.04 4.01
H 4.64 7.71 4.03
H 5.71 5.86 2.60
H 6.53 7.89 2.04
H 7.84 6.98 2.81
H 8.31 10.33 4.05
H 7.42 10.06 2.59
H 8.96 9.31 2.73
H 7.47 6.03 4.79
H 6.35 4.85 4.93
C 6.98 7.11 -4.88
C 5.79 6.84 -5.82
C 4.44 6.45 -5.16
O 4.17 7.28 -4.03
C 3.02 6.77 -3.30
N 5.48 7.98 -6.65
H 7.89 7.46 -5.36
H 7.28 6.24 -4.29
H 6.56 7.79 -4.14
H 6.10 6.01 -6.45
H 4.40 5.39 -4.90
H 3.64 6.63 -5.87
H 3.16 5.72 -3.03
H 2.03 6.72 -3.75
H 2.90 7.28 -2.35
H 5.07 8.66 -6.02
H 6.34 8.33 -7.06
C -8.88 -0.81 -8.39
C -7.80 -1.80 -7.90
C -8.25 -2.25 -6.50
O -7.51 -3.27 -5.99
C -7.98 -3.64 -4.67
N -7.70 -2.80 -8.95
H -8.74 -0.39 -9.38
H -9.07 0.06 -7.76
H -9.80 -1.37 -8.56
H -6.87 -1.24 -7.83
H -9.28 -2.60 -6.46
H -8.23 -1.36 -5.87
H -7.52 -4.57 -4.33
H -9.06 -3.75 -4.56
H -7.81 -2.79 -4.00
H -7.09 -3.53 -8.61
H -8.60 -3.21 -9.15
C 14.68 -2.01 2.35
C 13.20 -1.95 2.43
C 12.60 -1.89 3.91
O 11.14 -2.08 3.90
C 10.41 -2.25 5.10
N 12.73 -0.85 1.56
H 15.13 -1.92 1.36
H 15.03 -2.93 2.82
H 15.08 -1.17 2.93
H 12.74 -2.73 1.83
H 12.86 -0.91 4.30
H 13.05 -2.68 4.51
H 10.67 -1.49 5.85
H 10.71 -3.21 5.52
H 9.34 -2.20 4.87
H 12.43 -1.02 0.61
H 11.86 -0.59 2.01